Entry 1:
A molecular structure, C8H15O5PZn in a non-equilibrium geometry. Source: the Open Molecules 2025 dataset; level of theory: ωB97M-V/def2-TZVPD.

Calculated values
electronic energy: -76460.282 eV
charge: +2
Kohn-Sham gap: 2.4 eV
HOMO energy: -0.547 Eh

```
30
Properties=species:S:1:pos:R:3:mulliken_charge:R:1
C 3.396 0.338 1.029 -1.466
C 2.881 0.341 -0.438 -0.161
O 3.385 -0.769 -1.084 -0.497
C 1.401 0.406 -0.545 -0.647
O 0.824 -0.797 -0.090 -0.217
C -0.339 -1.186 -0.687 -0.182
O -0.404 -2.589 -0.484 -0.390
C -0.775 -2.762 0.840 0.460
O -0.586 -3.739 1.493 -0.432
O -1.407 -1.605 1.261 -0.412
C -1.612 -0.874 0.086 0.139
P -2.215 0.843 0.232 0.341
C -2.148 1.528 -1.442 -1.040
C -3.926 0.868 0.799 -0.972
H 4.411 0.705 1.033 0.756
H 2.786 1.027 1.664 0.284
H 3.415 -0.652 1.463 0.570
H 3.272 1.228 -0.912 0.525
H 4.277 -0.570 -1.370 0.377
H 1.047 1.269 0.005 0.450
H 1.138 0.577 -1.579 0.445
H -0.445 -0.971 -1.740 0.694
H -2.399 -1.388 -0.484 0.463
H -2.703 2.451 -1.397 0.439
H -1.145 1.773 -1.732 0.288
H -2.643 0.871 -2.144 0.413
H -4.427 0.013 0.361 0.384
H -4.417 1.756 0.449 0.396
H -3.980 0.782 1.867 0.393
Zn 3.338 1.126 3.547 0.597
```

***

Entry 2:
C12H26N4O3 in the gas phase in a non-equilibrium geometry. Source: the Open Molecules 2025 dataset; level of theory: ωB97M-V/def2-TZVPD.

Calculated values
electronic energy: -24969.228 eV
Kohn-Sham gap: 9.7 eV
HOMO energy: -0.331 Eh
SMILES string: NCCCC[C@H](NC(=O)[C@@H](N)CCCCN)C(=O)O

```
45
Properties=species:S:1:pos:R:3:mulliken_charge:R:1
N -0.259 0.979 6.154 -0.561
C 0.689 -0.059 5.743 -0.721
C 0.556 -0.317 4.293 -0.212
C -0.786 -0.925 3.895 -0.671
C -1.110 -0.891 2.405 -1.031
C -0.227 -1.613 1.376 0.672
N -0.784 -1.335 0.041 -0.238
C -0.351 -0.249 -0.652 -0.054
O -0.106 0.841 -0.119 -0.683
C -0.150 -0.531 -2.170 0.444
N -0.813 -1.731 -2.621 -0.703
C -0.457 0.707 -3.057 -0.498
C 0.538 1.852 -3.001 -0.506
C 0.308 2.925 -4.036 -0.524
C 0.287 2.374 -5.497 -0.867
N 1.432 1.638 -5.941 -0.560
C -0.233 -3.105 1.541 0.091
O -0.952 -3.944 1.074 -0.584
O 0.705 -3.427 2.476 -0.414
H -0.295 1.002 7.140 0.225
H 0.119 1.919 5.934 0.218
H 0.486 -0.941 6.377 0.405
H 1.744 0.228 5.915 0.313
H 1.406 -0.962 3.980 0.217
H 0.677 0.692 3.814 0.183
H -0.835 -1.915 4.390 0.254
H -1.560 -0.319 4.413 0.456
H -2.170 -1.229 2.278 0.212
H -1.067 0.140 2.009 0.415
H 0.843 -1.334 1.430 0.332
H -1.090 -2.188 -0.500 0.403
H 0.930 -0.747 -2.265 0.243
H -1.775 -1.452 -2.845 0.233
H -0.418 -2.153 -3.435 0.264
H -0.558 0.321 -4.086 0.239
H -1.422 1.141 -2.793 0.265
H 1.527 1.394 -3.137 0.293
H 0.584 2.404 -2.057 0.228
H 1.075 3.736 -3.936 0.364
H -0.692 3.460 -3.951 0.281
H 0.220 3.222 -6.213 0.368
H -0.610 1.826 -5.612 0.379
H 2.313 2.182 -5.920 0.249
H 1.576 0.771 -5.404 0.253
H 0.705 -4.387 2.570 0.327
```

***

Entry 3:
3 unconnected molecules or ions with the total composition H6O3. Source: the Open Molecules 2025 dataset; level of theory: ωB97M-V/def2-TZVPD.

Calculated values
electronic energy: -6239.706 eV
Kohn-Sham gap: 11.6 eV
HOMO energy: -0.410 Eh
SMILES string: O.O.O

```
9
Properties=species:S:1:pos:R:3:mulliken_charge:R:1
O -0.480 1.337 0.328 -0.626
H -0.286 0.933 1.174 0.313
H 0.363 1.362 -0.125 0.320
O 3.164 -1.629 0.821 -0.632
H 3.939 -2.185 0.900 0.316
H 3.237 -1.011 1.547 0.315
O -3.342 0.538 -1.911 -0.645
H -3.990 0.026 -1.426 0.309
H -2.605 0.628 -1.307 0.330
```

***

Entry 4:
2 unconnected molecules or ions with the total composition C5H14O in a non-equilibrium geometry. Source: the Open Molecules 2025 dataset; level of theory: ωB97M-V/def2-TZVPD.

Calculated values
electronic energy: -7458.073 eV
Kohn-Sham gap: 11.0 eV
HOMO energy: -0.371 Eh
SMILES string: CC(C)O.CC

```
20
Properties=species:S:1:pos:R:3:mulliken_charge:R:1
C 0.557 0.142 -1.739 -1.384
C 1.159 0.521 -0.364 0.922
C 2.696 0.751 -0.321 -1.263
O 0.428 1.759 -0.152 -0.584
H -0.554 -0.113 -1.592 0.185
H 0.965 -0.665 -2.183 0.472
H 0.661 0.914 -2.425 0.419
H 0.641 -0.141 0.490 -0.096
H 3.071 1.031 0.627 0.353
H 3.295 -0.025 -0.785 0.345
H 2.875 1.665 -0.960 0.297
H 0.634 2.307 0.659 0.295
C -1.833 -0.559 1.725 -0.771
C -2.143 -1.543 0.542 -0.906
H -1.033 -0.908 2.404 0.249
H -1.586 0.333 1.238 0.229
H -2.768 -0.344 2.318 0.314
H -1.354 -1.876 -0.072 0.290
H -2.867 -0.915 -0.071 0.235
H -2.844 -2.335 0.658 0.399
```

***

For the records above, the corresponding energy above the lowest of the compared OMol25 structures with the same formula, charge and spin values read 103.01 8.46 12.62 39.49 kcal/mol.
For the records above, the corresponding molecular weight values read 287.57 274.37 54.05 90.17 u.